This record from the Open Molecules 2025 dataset describes a 5-piece molecular cluster, C27H27N3O4 overall at a distorted geometry. The level of theory is the ωB97M-V functional and the def2-TZVPD basis.

Geometry as XYZ:
```
61
Properties=species:S:1:pos:R:3:forces:R:3
H -17.20966 24.34782 43.02786 0.7 -0.4 2.6
C -10.27826 36.04515 46.40567 1.6 3.8 -5.2
C -14.65380 27.67896 45.90512 2.6 -0.3 -1.0
H -15.57766 26.20765 44.77938 0.1 2.6 3.3
C -8.51346 28.84738 46.85133 0.4 -5.2 0.7
C -8.40907 30.02268 47.48523 -0.9 1.7 -6.8
H -15.96580 29.08648 46.45582 -1.7 1.0 0.3
N -14.94838 31.81835 52.70254 -1.3 -0.9 1.1
C -12.21638 28.31354 46.10080 -3.4 -4.1 -2.2
C -11.00575 35.05546 46.85229 -1.9 -3.2 -2.8
C -8.47680 31.17199 46.64427 0.2 0.1 -0.6
H -8.50926 29.42540 43.61989 -0.1 0.6 1.2
H -12.53166 33.39323 46.38139 2.5 1.3 -0.4
H -8.95699 31.97469 44.64909 1.1 -1.7 0.4
H -15.54455 29.89942 52.28930 -1.1 -1.2 0.6
H -8.27393 32.14179 47.19332 -0.8 -0.9 -1.2
H -14.72812 23.08240 47.35595 -0.7 -0.2 -1.1
H -9.38590 37.00931 44.48396 -2.4 -2.2 1.6
O -9.73544 37.05899 47.10819 0.2 0.0 2.3
C -10.64885 35.12581 44.10339 0.9 4.6 -0.4
H -11.12848 34.91504 47.80863 -0.7 -0.5 5.3
N -15.36711 24.18704 44.11523 -1.3 -0.2 -0.4
H -8.09956 30.13229 48.38021 1.6 0.5 6.4
C -11.56293 34.20786 44.64655 3.1 1.2 1.5
H -12.83184 33.86357 50.81777 -1.8 -1.8 2.2
C -13.34078 27.28492 45.68625 3.4 1.6 1.2
H -14.14705 29.69779 50.21117 0.6 1.1 0.7
C -14.74732 23.81877 45.23484 1.0 -0.4 1.4
C -8.53549 29.69170 44.71745 -1.6 2.3 -1.4
C -10.17090 36.18654 44.98402 2.0 -1.2 -2.3
C -8.63700 31.03143 45.21423 -0.1 1.1 1.8
H -13.63614 23.99760 45.09376 -1.3 -0.5 1.0
C -14.03129 30.60479 50.86894 -1.1 0.1 0.1
C -14.94146 30.70271 52.01915 3.8 2.3 -2.3
H -11.21585 27.96097 45.88718 0.1 0.5 0.2
C -13.44219 32.96670 51.35285 4.5 -0.6 -6.6
H -8.31388 27.74148 47.45364 -1.0 3.4 -1.6
H -14.10936 30.87574 46.95191 -1.0 3.4 1.1
C -11.64724 34.09815 46.01620 -2.3 0.0 0.7
C -16.77804 23.12263 46.35466 3.9 1.9 -0.5
C -12.60520 29.54557 46.45818 1.0 2.1 0.8
O -15.69303 26.86985 45.63481 -1.2 -2.5 -2.9
H -18.44956 23.50719 45.08622 0.9 0.6 0.8
C -14.93427 28.99495 46.35712 1.2 -0.8 0.3
C -16.72318 24.10569 44.07276 1.2 0.2 0.4
N -8.66534 28.69360 45.52421 1.3 -1.9 1.1
C -15.35167 23.26134 46.44700 -0.3 1.0 -1.9
H -14.46427 33.76648 53.05264 0.4 -0.4 -0.5
H -10.42249 35.38307 42.94832 -0.8 -1.3 2.7
O -12.06364 33.28900 43.88011 -1.7 -5.5 6.9
H -12.92756 26.27030 45.27911 -1.3 2.0 0.8
H -10.71358 30.26841 46.71453 -1.2 -0.1 -0.2
H -12.82299 31.79514 49.42593 -0.5 -0.2 2.7
H -9.48922 37.83000 46.59289 -0.1 -0.4 -0.4
C -14.23429 32.90930 52.39021 -2.0 0.7 2.7
O -11.64228 30.58891 46.62854 -0.6 -0.8 0.3
C -17.36070 23.71916 45.27933 -3.2 -1.2 -4.0
H -17.40805 22.75731 47.08275 -0.9 -0.9 1.7
H -12.07356 33.61454 43.10715 -0.3 3.2 -9.4
C -13.97330 29.92349 46.68301 1.8 -4.4 -2.0
C -13.27541 31.73295 50.52085 -1.4 0.8 -0.8
```
Forces are in eV/Å.

Summary:
Structure (SMILES): Oc1ccc(O)cc1.Oc1ccc(O)cc1.c1ccncc1.c1ccncc1.c1ccncc1
E: -41088.2964 eV
Multiplicity: 1
Orbital gap: 8.497 eV
E_LUMO: 0.0195 hartree
ΔE to the lowest compared entry with this formula, charge and spin: 258.3 kcal/mol